1.
Density functional theory data (ωB97M-V/def2-TZVPD) for 10 unconnected molecules or ions with the total composition C21H46BrO39P2S10 in a non-equilibrium geometry.

Each line ends with the Löwdin charge.
CARTESIAN COORDINATES (ANGSTROEM)
1 C 4.645 -1.235 0.548  -0.150
2 C 3.473 -2.415 0.375  -0.665
3 Br 4.518 -4.083 -0.162  0.684
4 C 2.680 -2.669 1.792  -0.437
5 S 0.937 -3.386 1.573  0.712
6 P -0.211 -1.810 0.683  0.580
7 P -2.348 -1.983 1.082  0.487
8 O -2.606 -2.292 2.616  -0.403
9 O -3.054 -0.382 0.794  -0.214
10 O -3.173 -3.183 0.113  -0.236
11 H 5.058 -1.386 1.652  0.065
12 H 5.513 -1.387 -0.258  0.097
13 H 4.205 -0.145 0.453  0.094
14 H 2.750 -2.187 -0.542  0.075
15 H 2.661 -1.657 2.408  0.138
16 H 3.312 -3.442 2.446  0.075
17 H 1.048 -4.521 0.715  0.046
18 H 0.203 -0.577 1.359  -0.011
19 H -3.469 -0.350 -0.130  0.031
20 H -3.644 -2.735 -0.653  0.090
21 C 8.006 -5.305 3.385  -0.160
22 C 7.189 -5.462 4.665  -0.155
23 O 6.194 -4.442 4.600  -0.176
24 S 5.798 -4.187 3.039  0.645
25 O 4.598 -4.940 2.749  -0.322
26 O 5.929 -2.777 2.758  -0.256
27 O 7.062 -4.969 2.369  -0.193
28 H 8.720 -4.480 3.473  0.099
29 H 8.541 -6.221 3.122  0.144
30 H 7.799 -5.349 5.565  0.146
31 H 6.679 -6.430 4.691  0.136
32 C -5.625 -6.580 -0.694  -0.169
33 C -5.517 -5.086 -0.988  -0.182
34 O -5.633 -4.975 -2.404  -0.201
35 S -6.614 -6.159 -2.950  0.683
36 O -7.940 -5.607 -3.112  -0.229
37 O -5.925 -6.874 -3.999  -0.230
38 O -6.606 -7.077 -1.603  -0.187
39 H -4.679 -7.091 -0.900  0.134
40 H -5.927 -6.777 0.338  0.139
41 H -4.571 -4.661 -0.644  0.095
42 H -6.348 -4.534 -0.536  0.139
43 C -3.239 2.377 -3.930  -0.153
44 C -2.207 1.856 -2.932  -0.176
45 O -2.878 1.845 -1.674  -0.216
46 S -4.460 1.534 -1.919  0.686
47 O -4.683 0.123 -1.696  -0.255
48 O -5.234 2.566 -1.269  -0.215
49 O -4.482 1.804 -3.527  -0.180
50 H -3.330 3.466 -3.870  0.132
51 H -3.002 2.088 -4.957  0.148
52 H -1.315 2.485 -2.889  0.121
53 H -1.916 0.827 -3.169  0.128
54 C 11.107 -2.911 0.255  -0.172
55 C 12.007 -3.825 1.081  -0.172
56 O 12.290 -3.094 2.272  -0.187
57 S 11.006 -2.155 2.634  0.689
58 O 10.207 -2.845 3.622  -0.250
59 O 11.467 -0.797 2.804  -0.218
60 O 10.247 -2.271 1.196  -0.197
61 H 11.691 -2.138 -0.254  0.136
62 H 10.520 -3.466 -0.482  0.137
63 H 12.932 -4.083 0.559  0.141
64 H 11.482 -4.743 1.366  0.129
65 C -1.997 4.582 -0.285  -0.168
66 C -2.396 6.047 -0.129  -0.159
67 O -1.216 6.789 -0.430  -0.192
68 S -0.348 5.974 -1.544  0.674
69 O -0.650 6.528 -2.845  -0.233
70 O 1.000 5.820 -1.049  -0.238
71 O -1.118 4.544 -1.408  -0.217
72 H -1.444 4.229 0.592  0.138
73 H -2.861 3.935 -0.455  0.113
74 H -2.750 6.277 0.879  0.142
75 H -3.165 6.326 -0.857  0.138
76 C -8.297 3.298 -4.733  -0.170
77 C -8.696 4.763 -4.577  -0.171
78 O -7.516 5.505 -4.878  -0.191
79 S -6.648 4.690 -5.992  0.683
80 O -6.950 5.244 -7.293  -0.226
81 O -5.300 4.536 -5.497  -0.246
82 O -7.418 3.260 -5.856  -0.193
83 H -7.744 2.945 -3.856  0.126
84 H -9.161 2.651 -4.903  0.140
85 H -9.050 4.993 -3.569  0.139
86 H -9.465 5.042 -5.305  0.135
87 C -0.264 11.130 0.605  -0.172
88 C 0.768 10.609 1.603  -0.174
89 O 0.098 10.598 2.861  -0.193
90 S -1.485 10.288 2.616  0.677
91 O -1.707 8.876 2.839  -0.248
92 O -2.259 11.319 3.266  -0.229
93 O -1.507 10.558 1.008  -0.197
94 H -0.355 12.220 0.666  0.134
95 H -0.026 10.842 -0.422  0.137
96 H 1.660 11.238 1.646  0.138
97 H 1.060 9.580 1.367  0.131
98 C 2.736 0.791 -4.788  -0.160
99 C 3.768 0.270 -3.791  -0.164
100 O 3.098 0.259 -2.533  -0.205
101 S 1.515 -0.052 -2.778  0.651
102 O 1.293 -1.463 -2.555  -0.275
103 O 0.741 0.980 -2.127  -0.242
104 O 1.493 0.219 -4.385  -0.187
105 H 2.645 1.880 -4.728  0.139
106 H 2.974 0.503 -5.816  0.144
107 H 4.660 0.899 -3.747  0.144
108 H 4.060 -0.759 -4.027  0.136
109 C -3.982 -3.927 5.652  -0.178
110 C -3.690 -5.113 4.737  -0.185
111 O -3.354 -6.187 5.614  -0.200
112 S -4.193 -6.019 7.002  0.680
113 O -5.365 -6.863 6.926  -0.234
114 O -3.262 -6.062 8.106  -0.233
115 O -4.663 -4.474 6.780  -0.192
116 H -3.055 -3.465 6.006  0.133
117 H -4.601 -3.171 5.162  0.136
118 H -2.870 -4.912 4.043  0.121
119 H -4.582 -5.405 4.173  0.131

Total charge = +1
HOMO = -12.48 eV
M = 1385.08 g/mol


2.
Density functional theory data (ωB97M-V/def2-TZVPD) for 5 unconnected molecules or ions with the total composition C21H46O12PS2 in a non-equilibrium geometry.

Each line ends with the Löwdin charge.
CARTESIAN COORDINATES (ANGSTROEM)
1 C 2.928 4.580 1.552  -0.103
2 C 1.512 3.865 1.055  -0.389
3 C 1.898 2.504 0.225  -0.098
4 C 0.627 4.962 0.197  -0.197
5 C -0.957 4.950 0.678  -0.417
6 S -2.152 4.335 -0.637  0.724
7 P -3.924 3.725 0.488  0.188
8 S -3.402 2.487 1.947  0.132
9 H 2.686 5.129 2.558  0.092
10 H 3.791 3.785 1.638  0.095
11 H 3.224 5.323 0.680  0.093
12 H 0.965 3.536 2.059  0.134
13 H 1.946 1.620 1.024  0.080
14 H 3.016 2.612 -0.170  0.100
15 H 1.162 2.226 -0.641  0.074
16 H 1.059 6.032 0.502  0.131
17 H 0.756 4.833 -0.980  0.132
18 H -1.336 6.004 1.063  0.130
19 H -1.062 4.190 1.592  0.068
20 H -1.705 3.128 -1.234  0.042
21 H -4.597 4.879 1.099  0.015
22 H -4.860 2.963 -0.335  -0.008
23 C 5.416 -2.127 4.360  -0.061
24 C 4.719 -2.979 3.315  -0.213
25 O 3.294 -2.865 3.428  0.021
26 C 2.754 -1.734 2.913  -0.544
27 O 3.364 -0.829 2.363  0.100
28 O 1.416 -1.766 3.136  -0.001
29 C 0.735 -0.582 2.729  -0.061
30 H 5.045 -2.366 5.362  0.077
31 H 6.497 -2.288 4.332  0.086
32 H 5.224 -1.062 4.197  0.074
33 H 4.966 -4.032 3.482  0.112
34 H 5.049 -2.728 2.300  0.128
35 H 0.955 -0.333 1.686  0.078
36 H 1.005 0.248 3.390  0.098
37 H -0.341 -0.760 2.821  0.096
38 C -8.919 -0.213 -4.798  -0.065
39 C -9.268 1.202 -4.371  -0.211
40 O -8.316 1.699 -3.421  0.027
41 C -7.133 2.111 -3.936  -0.544
42 O -6.819 2.105 -5.117  0.113
43 O -6.341 2.510 -2.908  -0.017
44 C -5.022 2.877 -3.305  -0.056
45 H -8.808 -0.863 -3.924  0.084
46 H -9.696 -0.623 -5.450  0.085
47 H -7.968 -0.242 -5.338  0.074
48 H -10.242 1.201 -3.873  0.127
49 H -9.346 1.878 -5.232  0.128
50 H -5.040 3.626 -4.103  0.109
51 H -4.468 1.988 -3.621  0.105
52 H -4.515 3.311 -2.438  0.026
53 C -2.601 0.515 -7.215  -0.062
54 C -2.950 1.930 -6.788  -0.214
55 O -1.998 2.426 -5.837  0.005
56 C -0.815 2.839 -6.353  -0.552
57 O -0.502 2.832 -7.533  0.121
58 O -0.024 3.237 -5.325  -0.026
59 C 1.295 3.604 -5.722  -0.051
60 H -2.490 -0.135 -6.341  0.082
61 H -3.378 0.104 -7.867  0.086
62 H -1.650 0.485 -7.755  0.078
63 H -3.925 1.928 -6.290  0.109
64 H -3.028 2.605 -7.649  0.131
65 H 1.278 4.354 -6.520  0.101
66 H 1.850 2.715 -6.038  0.104
67 H 1.802 4.038 -4.855  0.090
68 C 6.785 -9.220 7.364  -0.069
69 C 5.541 -9.630 6.597  -0.217
70 O 4.497 -8.661 6.760  0.025
71 C 4.622 -7.535 6.018  -0.547
72 O 5.524 -7.284 5.233  0.104
73 O 3.583 -6.715 6.318  -0.002
74 C 3.647 -5.443 5.676  -0.056
75 H 6.544 -9.023 8.414  0.083
76 H 7.546 -10.004 7.315  0.081
77 H 7.216 -8.299 6.960  0.074
78 H 5.162 -10.575 6.999  0.124
79 H 5.756 -9.795 5.534  0.125
80 H 3.767 -5.549 4.593  0.085
81 H 4.466 -4.854 6.100  0.097
82 H 2.707 -4.918 5.869  0.101

Total charge = +1
HOMO = -11.93 eV
M = 585.70 g/mol


3.
Density functional theory data (ωB97M-V/def2-TZVPD) for 4 unconnected molecules or ions with the total composition C21H47BrNO4S in a non-equilibrium geometry.

Each line ends with the Löwdin charge.
CARTESIAN COORDINATES (ANGSTROEM)
1 C 2.685 -2.163 1.699  0.049
2 C 3.065 -1.017 1.081  -0.147
3 C 2.423 -0.437 -0.168  -0.197
4 N 1.201 0.412 0.084  -0.457
5 S 0.222 0.150 -1.419  0.942
6 C 0.339 -0.040 1.241  -0.236
7 C -1.122 0.475 1.244  -0.684
8 C -1.536 0.849 2.723  -0.121
9 Br -2.403 -0.923 0.691  0.795
10 C 1.407 1.901 0.182  -0.103
11 C 2.862 2.237 0.720  -0.277
12 C 3.026 2.073 2.239  -0.028
13 O 2.943 3.375 1.534  -0.036
14 H 2.413 -2.091 2.763  0.087
15 H 2.598 -3.142 1.211  0.086
16 H 3.940 -0.484 1.481  0.113
17 H 3.134 0.035 -0.861  0.129
18 H 2.050 -1.316 -0.735  0.113
19 H -0.443 1.331 -1.556  -0.054
20 H 0.821 0.295 2.169  0.110
21 H 0.287 -1.138 1.262  0.111
22 H -1.280 1.403 0.681  0.078
23 H -2.460 0.328 3.000  0.049
24 H -1.786 1.919 2.777  0.082
25 H -0.758 0.596 3.457  0.077
26 H 1.364 2.408 -0.785  0.117
27 H 0.820 2.398 0.965  0.143
28 H 3.718 1.962 0.088  0.134
29 H 4.066 2.006 2.556  0.123
30 H 2.154 1.894 2.864  0.110
31 C 6.936 2.403 -4.785  -0.074
32 C 6.295 1.226 -4.071  -0.272
33 O 5.587 1.592 -2.894  -0.169
34 C 4.494 2.470 -3.072  -0.284
35 C 3.392 1.899 -3.949  -0.077
36 H 7.539 2.991 -4.091  0.085
37 H 7.573 2.052 -5.597  0.082
38 H 6.186 3.070 -5.215  0.068
39 H 7.078 0.538 -3.748  0.120
40 H 5.645 0.663 -4.749  0.109
41 H 4.836 3.437 -3.454  0.115
42 H 4.092 2.656 -2.072  0.093
43 H 3.713 1.791 -4.986  0.073
44 H 2.521 2.557 -3.940  0.076
45 H 3.094 0.909 -3.594  0.068
46 C -6.257 2.653 3.943  -0.074
47 C -5.139 3.187 3.064  -0.275
48 O -4.554 2.202 2.226  -0.193
49 C -5.421 1.592 1.280  -0.283
50 C -6.008 2.569 0.276  -0.074
51 H -5.925 1.770 4.492  0.083
52 H -6.575 3.414 4.656  0.081
53 H -7.128 2.364 3.353  0.070
54 H -4.334 3.557 3.702  0.116
55 H -5.483 4.040 2.469  0.110
56 H -6.212 1.033 1.790  0.113
57 H -4.816 0.858 0.746  0.069
58 H -6.703 3.264 0.750  0.070
59 H -6.553 2.033 -0.502  0.080
60 H -5.219 3.163 -0.190  0.081
61 C -1.375 -4.522 1.148  -0.087
62 C -1.682 -4.267 -0.320  -0.317
63 O -1.069 -5.196 -1.192  -0.162
64 C -1.452 -6.554 -1.032  -0.275
65 C -2.930 -6.800 -1.278  -0.077
66 H -0.297 -4.611 1.305  0.076
67 H -1.756 -3.706 1.765  0.042
68 H -1.834 -5.447 1.500  0.072
69 H -1.289 -3.288 -0.598  0.064
70 H -2.763 -4.232 -0.495  0.110
71 H -1.154 -6.921 -0.044  0.108
72 H -0.871 -7.118 -1.762  0.120
73 H -3.550 -6.336 -0.509  0.067
74 H -3.143 -7.870 -1.274  0.080
75 H -3.234 -6.383 -2.240  0.084

Total charge = +1
HOMO = -11.66 eV
M = 489.58 g/mol